C4H9N2O | ωB97M-V with the def2-TZVPD basis set

Values from the calculation:
Lowest unoccupied orbital energy (eV): -4.7
HOMO (eV): -13.12
Orbital gap (eV): 8.43

Geometry as ORCA input:
```
! RIJCOSX wB97M-V def2-TZVPD def2/J DEFGRID3
* xyz 1 1
C -1.9575 -0.4143 -0.3208
C -0.8409 -0.2087 0.3429
C 2.7316 0.0916 -0.3005
C -3.3616 -0.0471 0.0764
N 3.8184 0.4058 0.4578
N 1.8463 -0.8924 -0.1479
O 0.7871 -0.9290 -0.9134
H -2.0867 -1.1634 -1.0283
H -0.3295 0.1912 1.1189
H 2.5482 0.6883 -1.0963
H -3.2907 0.6257 0.9078
H -3.8510 0.4525 -0.7028
H -3.7325 -1.0287 0.3149
H 4.4145 1.2189 0.0659
H 4.2037 -0.0562 1.3036
H 1.8409 -1.6763 0.5712
*
```

=====

C4H4N2S | ωB97M-V with the def2-TZVPD basis set

Values from the calculation:
Lowest unoccupied orbital energy (eV): 0.0
HOMO (eV): -9.14
SMILES string: N#CC1=NSCC1
Orbital gap (eV): 9.15

Geometry as ORCA input:
```
! RIJCOSX wB97M-V def2-TZVPD def2/J DEFGRID3
* xyz 0 1
N 3.2821 -0.8942 -0.0139
C 2.1420 -0.7657 0.0074
C 0.7049 -0.6573 -0.0811
N -0.0538 -1.6710 0.0683
S -1.6839 -1.3861 -0.1123
C -1.4046 0.4324 0.1642
C 0.0382 0.7320 -0.2315
H -1.5619 0.6577 1.2489
H -2.1456 1.0274 -0.3700
H 0.1506 1.1065 -1.2270
H 0.5320 1.4182 0.5471
*
```

=====

C29H24F2N5S4Tl | ωB97M-V with the def2-TZVPD basis set

Values from the calculation:
Lowest unoccupied orbital energy (eV): 4.2
HOMO (eV): 0.35
Orbital gap (eV): 3.82

Geometry as ORCA input:
```
! RIJCOSX wB97M-V def2-TZVPD def2/J DEFGRID3
* xyz -2 1
Tl 0.7310 0.4112 -0.4723
C -1.2607 -0.9772 2.3335
N -1.2373 -1.3023 0.9202
C -0.6211 -2.5958 0.6522
C 0.8301 -2.7158 1.0680
C 1.4102 -3.9707 1.2221
C 2.7528 -4.0598 1.5500
C 3.4809 -2.8923 1.7262
C 2.8248 -1.6857 1.5629
N 1.5359 -1.5978 1.2527
C -2.5599 -1.1919 0.3277
C -2.5324 -1.2056 -1.1875
C -3.6704 -1.5517 -1.8984
C -3.5988 -1.5436 -3.3007
C -2.4049 -1.2757 -3.9108
C -1.2688 -1.0336 -3.1027
N -1.3925 -0.8495 -1.7769
C -1.5850 0.4773 2.6205
C -1.8272 0.8779 3.9329
C -2.1754 2.1929 4.1848
C -2.2915 3.0607 3.1074
C -2.0079 2.5794 1.8418
N -1.6442 1.3238 1.6018
H -1.9874 -1.6074 2.8875
H -0.2678 -1.1791 2.7376
H -1.2055 -3.4183 1.1100
H -0.6374 -2.7460 -0.4351
H 0.8162 -4.8618 1.0641
H 3.2250 -5.0283 1.6596
H 4.5323 -2.9182 1.9786
H 3.3399 -0.7384 1.6791
H -3.2317 -1.9981 0.6829
H -2.9802 -0.2393 0.6474
H -4.5934 -1.8006 -1.3866
H -4.4880 -1.7604 -3.8837
H -2.2952 -1.3173 -4.9862
H -0.3490 -0.6630 -3.5415
H -1.7452 0.1562 4.7372
H -2.3657 2.5288 5.1970
H -2.5910 4.0903 3.2527
H -2.0679 3.2142 0.9657
F 3.2172 2.7961 4.3850
C 2.7431 3.0194 3.1166
C 1.8711 2.1351 2.5289
C 1.3223 2.3732 1.2592
C 1.7365 3.5663 0.5874
C 2.6632 4.4017 1.2122
F 3.1422 5.5525 0.6280
C 3.1711 4.1612 2.4712
C 1.1514 3.8836 -0.7393
C 1.6320 4.8902 -1.5926
C 0.9694 5.1682 -2.7721
C -0.1544 4.4322 -3.1201
C -0.5250 3.4093 -2.2655
N 0.0907 3.1538 -1.1201
H 1.5845 1.2384 3.0765
H 3.8635 4.8545 2.9270
H 2.5242 5.4435 -1.3529
H 1.3306 5.9565 -3.4223
H -0.7010 4.6292 -4.0324
H -1.3632 2.7569 -2.4968
S 0.5580 -3.9625 -3.2075
S 2.2574 -3.1137 -3.9160
S 3.3102 -2.0977 -2.3997
S 3.2626 -0.0693 -2.4760
*
```

=====

C4H5NO | ωB97M-V with the def2-TZVPD basis set

Values from the calculation:
Lowest unoccupied orbital energy (alpha / beta) (eV): -0.3 / -0.6
HOMO (alpha / beta) (eV): -8.94 / -7.97
Orbital gap (alpha / beta) (eV): 8.66 / 7.39

Geometry as ORCA input:
```
! RIJCOSX wB97M-V def2-TZVPD def2/J DEFGRID3
* xyz 0 1
C -1.2405 0.5816 -0.5647
C -0.0992 -0.2771 -0.8577
C 0.5305 -0.2288 0.4688
O 0.0269 -0.5229 1.6793
C 1.9207 0.0524 0.5892
N 3.0715 0.1925 0.6323
H -0.9324 -0.4330 1.6778
H -2.2387 0.1569 -0.5528
H -1.1423 1.6147 -0.2907
H 0.6041 0.1580 -1.5727
H -0.3744 -1.2787 -1.1853
*
```

=====

Values for max |F|, hartree/bohr, ordered as above
0.111; 0.045; 0.040; 0.055
Values for energy, hartree, ordered as above
-342.1172; -662.4803; -3358.2402; -285.2706
Values for energy relative to the best compared isomer or geometry (same formula, charge and spin), kJ/mol, ordered as above
630.3; 118.9; 166.6; 378.0